{
  "formula": "C47H46IrN2O2P3",
  "method": "ωB97M-V/def2-TZVPD",
  "elements": ["H", "C", "C", "H", "H", "C", "H", "H", "C", "Ir", "C", "C", "N", "C", "H", "P", "C", "H", "C", "C", "H", "C", "H", "H", "C", "H", "C", "H", "H", "C", "H", "C", "H", "C", "H", "C", "O", "H", "H", "C", "C", "C", "H", "H", "H", "C", "H", "C", "C", "C", "C", "H", "C", "H", "H", "H", "H", "H", "H", "C", "H", "C", "C", "C", "H", "P", "C", "P", "C", "C", "H", "C", "C", "H", "H", "C", "C", "H", "C", "H", "C", "H", "H", "N", "H", "O", "H", "C", "C", "C", "C", "H", "H", "C", "H", "C", "C", "H", "H", "C", "H"],
  "coordinates": [[-2.3495, -5.2172, -2.2943], [6.1140, 1.0275, 1.3962], [-0.0619, 1.5844, -3.7700], [-5.9971, -0.8417, -1.8121], [-3.0209, -5.1838, 0.0757], [-0.0389, 3.9327, -0.4803], [-5.9555, 3.7007, -1.1471], [0.6161, -5.1619, 1.6701], [-0.2700, 6.5053, 0.5439], [0.2246, 0.0075, 0.3321], [-3.7548, -0.0677, 4.1833], [-3.5082, 0.8758, -0.1743], [0.5342, -4.7754, 0.7368], [1.7242, -1.4150, -2.9908], [0.9049, -1.7488, -2.3644], [2.2519, 0.4149, -0.9651], [1.7826, -2.7685, 0.1766], [0.0561, -5.4476, 0.1493], [2.5915, -0.4282, -2.5276], [-1.3576, -0.0625, 4.4163], [-0.4769, -0.0140, 5.0505], [6.0229, -0.0407, 0.5117], [2.4063, 2.6621, -1.8795], [7.0292, 1.1879, 1.9565], [2.9514, -1.5230, -5.0564], [-0.2447, 0.9627, -5.8140], [-4.1820, 3.2005, -0.0418], [4.6433, -0.2066, -5.2244], [-0.0017, -3.9050, 0.7783], [-0.7689, 1.3373, -4.9403], [-2.4603, 2.4031, 0.9343], [-2.3418, -0.1579, 2.2307], [-2.7195, -0.0245, 6.0677], [-2.6902, -4.2626, -0.3998], [3.0444, 2.3843, 0.9534], [0.1961, 5.4784, 1.3571], [0.6442, -2.3220, 0.5814], [0.8596, -0.8028, 2.8236], [0.6874, 0.9403, 2.7553], [3.8229, -0.5427, -4.5987], [-2.6184, -0.0591, 4.9887], [4.8556, -0.2547, -0.2064], [0.4665, 5.6808, 2.3878], [3.0915, -1.9506, -6.0432], [1.0042, 1.3909, -3.7466], [-5.4717, 1.6209, -1.3146], [-3.8549, 2.3033, -3.9232], [-4.9669, -0.8194, -1.4612], [-0.6248, 6.2490, -0.7757], [1.8419, -4.3065, 0.1776], [3.6451, 0.0054, -3.3341], [-2.3732, -2.8232, 2.4841], [0.3058, 4.1933, 0.8488], [-4.0217, -2.5084, 1.9718], [-2.6123, 2.7556, -1.8605], [-2.6851, 1.3900, -5.9124], [-4.4930, -0.1008, 2.1791], [5.1139, 2.7291, 2.2492], [-0.9860, 7.0529, -1.4071], [-5.2622, 2.9159, -0.8665], [4.3318, 0.7650, -2.9760], [-2.3361, -1.8964, -0.2923], [-3.1580, -3.1498, 1.7932], [-2.3216, -4.2834, -1.7383], [0.6560, 3.3836, 1.4878], [0.1724, 2.2449, -1.0707], [-3.6119, -0.1062, 2.8126], [-2.1988, -0.2189, 0.4140], [3.7806, 0.6208, -0.0503], [-2.7128, -3.0817, 0.3534], [2.6700, -4.6697, 0.7758], [-4.6192, 0.5661, -0.9759], [5.0395, 1.8936, 1.5628], [-4.3263, -1.1330, -2.2909], [-4.8675, -1.5644, -0.6735], [-0.5119, 4.9655, -1.2915], [-1.1904, -0.0962, 3.0303], [-4.7429, -0.0388, 4.6286], [0.2135, -0.0039, 2.4646], [-3.4481, -4.1678, 2.0546], [-0.7167, 2.0802, -2.6418], [-0.3588, 7.5108, 0.9420], [-0.7839, 4.7698, -2.3233], [1.8113, 2.0097, -1.3890], [-6.3375, 1.4072, -1.9333], [2.7723, -2.1607, -0.2047], [4.7759, -1.0984, -0.8819], [-3.3104, 2.1854, 0.2938], [1.9051, -1.9600, -4.2528], [-2.7912, 2.0899, -3.8813], [-1.9622, -1.9224, -1.6421], [-1.6822, -3.0862, -3.4193], [-1.6776, -0.9921, -2.1387], [-2.0901, 2.3408, -2.7090], [1.9559, -4.6581, -0.8423], [-2.1346, 1.5808, -4.9955], [-1.9561, -3.0984, -2.3696], [1.2293, -2.7293, -4.6154], [-4.0224, 4.2056, 0.3365], [3.8741, 1.6943, 0.8394], [6.8653, -0.7106, 0.3806]],
  "atomic_forces_ev_per_a": [[0.007, 0.133, 0.076], [0.021, 0.027, 0.039], [0.050, -0.069, -0.028], [0.011, 0.037, 0.004], [0.055, 0.096, -0.045], [0.023, 0.027, -0.006], [0.042, -0.057, 0.022], [0.055, -0.098, 0.189], [-0.023, 0.040, -0.036], [0.396, 0.276, 0.680], [-0.024, 0.010, 0.129], [0.086, 0.190, 0.119], [0.539, -0.867, -0.146], [0.086, 0.100, -0.031], [-0.058, -0.014, 0.022], [-0.108, 0.186, -0.290], [0.076, 0.056, 0.112], [-0.106, -0.171, -0.154], [0.047, 0.026, -0.025], [0.095, 0.011, 0.066], [-0.094, -0.013, -0.055], [-0.021, -0.028, -0.033], [0.047, 0.053, -0.112], [-0.096, -0.012, -0.058], [0.029, -0.007, -0.046], [-0.057, 0.039, 0.099], [-0.018, 0.196, 0.153], [-0.094, -0.035, 0.079], [-0.632, 0.813, 0.106], [0.037, -0.011, -0.034], [-0.008, 0.018, 0.001], [0.059, 0.101, -0.076], [0.015, -0.010, -0.083], [-0.050, -0.020, 0.074], [0.036, -0.029, -0.010], [0.015, -0.030, 0.055], [0.329, 0.171, -0.510], [0.042, -0.105, -0.057], [-0.047, 0.069, 0.058], [0.016, 0.028, 0.027], [-0.013, 0.004, 0.001], [0.094, -0.025, -0.010], [-0.023, -0.023, -0.098], [-0.014, 0.035, 0.086], [-0.061, 0.003, 0.006], [0.003, -0.008, -0.002], [0.124, -0.014, 0.002], [0.014, 0.074, -0.081], [-0.005, 0.032, 0.034], [-0.017, 0.122, 0.056], [-0.046, -0.045, 0.010], [-0.103, -0.030, -0.082], [-0.025, -0.019, 0.048], [0.037, -0.060, -0.005], [0.044, 0.019, -0.090], [0.077, 0.026, 0.129], [0.029, 0.015, 0.028], [-0.003, -0.061, -0.050], [0.032, -0.064, 0.050], [-0.066, -0.031, -0.048], [-0.008, -0.014, -0.017], [-0.206, 0.042, -0.087], [0.032, -0.029, -0.006], [0.000, -0.006, -0.063], [-0.031, 0.096, -0.061], [-0.184, -0.036, -0.260], [-0.039, -0.025, -0.088], [0.141, -0.553, 0.081], [0.081, 0.047, 0.000], [0.052, -0.082, 0.010], [0.037, -0.012, 0.036], [0.068, -0.005, 0.030], [0.023, 0.004, 0.021], [-0.090, 0.053, 0.080], [-0.016, -0.002, -0.004], [0.003, -0.044, -0.041], [0.004, 0.007, -0.268], [0.089, 0.005, -0.040], [-0.085, 0.266, -0.079], [0.035, 0.032, -0.035], [-0.009, 0.062, -0.009], [0.009, -0.109, -0.045], [0.024, 0.018, 0.078], [-0.203, -0.312, 0.301], [0.061, 0.006, 0.051], [-0.648, -0.187, 0.197], [0.045, 0.121, 0.077], [-0.099, -0.167, 0.066], [-0.071, -0.075, -0.020], [-0.009, 0.041, 0.061], [0.135, 0.062, 0.000], [-0.031, -0.022, 0.088], [-0.033, -0.098, 0.065], [0.052, -0.029, -0.236], [-0.011, -0.064, -0.066], [-0.013, -0.021, -0.081], [0.029, -0.078, -0.007], [0.077, 0.096, 0.043], [-0.008, -0.122, -0.055], [0.020, 0.003, 0.010], [-0.075, 0.059, 0.011]],
  "homo_energy_ev": [-11.54, -13.68],
  "fmax_ev_per_a": 1.03,
  "homo_lumo_gap_ev": [7.0500, 6.4670],
  "spin_multiplicity": 5,
  "de_lowest_kcal_mol": 15.0,
  "total_charge": 2
}